[1]
C33H49ClO4P4STi | ωB97M-V with the def2-TZVPD basis set

The geometry in XYZ format:
```
93
Properties=species:S:1:pos:R:3:forces:R:3:mulliken_charge:R:1
S 0.239 -0.331 5.376 0.15 0.01 -0.66 1.243
H -4.841 -0.831 0.251 0.03 -0.21 -0.19 0.383
C -0.332 -1.972 -4.465 0.13 0.01 0.10 -0.932
O -0.200 0.171 3.974 0.27 -0.27 -0.33 -0.718
C -4.555 -1.582 -0.497 -0.41 -0.20 0.00 -1.272
C 3.774 0.770 -3.505 -0.18 0.09 0.08 0.078
C 0.969 -0.579 -2.966 -0.21 -0.21 0.14 0.009
H -1.893 4.385 1.461 0.01 -0.22 -0.31 0.682
C 0.382 -3.089 -4.021 -0.14 -0.06 0.07 -0.675
C -1.355 -1.202 1.837 -0.07 0.23 0.03 -0.655
C -0.899 0.577 6.404 0.08 -0.26 0.05 -1.051
O -0.066 -1.758 5.475 0.23 1.20 -0.13 -0.666
H -1.915 5.015 -4.606 0.19 -0.21 0.08 0.421
H 0.159 3.207 3.882 -0.24 0.09 0.07 0.332
C -1.190 -0.869 -0.568 0.04 0.22 -0.63 1.053
C -0.213 0.048 0.027 1.01 0.32 1.39 0.827
H -0.619 1.634 6.439 0.08 -0.33 -0.03 0.302
H -3.993 -2.916 2.419 0.07 -0.23 -0.25 0.387
H 2.564 -1.565 -1.890 -0.35 -0.12 -0.14 0.778
H 0.155 -3.544 2.748 0.22 -0.06 -0.12 0.349
H 0.161 4.228 -5.755 -0.09 -0.15 0.43 0.431
C -0.929 2.668 -2.354 0.31 -0.03 0.02 0.935
C 0.860 0.778 -0.172 -0.21 0.56 -4.64 0.211
C -1.700 3.674 -2.934 0.07 -0.17 -0.09 -0.875
H -0.598 0.165 -4.280 0.14 -0.30 0.16 0.466
H 0.487 -3.509 0.997 0.09 -0.08 0.16 0.101
H -1.908 0.452 6.001 0.20 -0.06 0.17 0.277
H 3.943 -2.471 1.379 -0.16 0.16 -0.29 0.643
H -0.813 0.125 7.395 -0.12 0.16 -0.06 0.444
C -3.769 -3.575 1.568 -0.25 -0.26 0.01 -1.208
P 1.774 -1.860 2.211 0.11 -0.60 0.45 1.528
H 3.436 -0.856 0.783 0.10 -0.23 0.03 0.251
C -3.027 1.609 2.687 -0.15 -0.04 -0.13 -1.241
Ti 0.336 0.256 1.938 -0.60 -0.13 3.23 -2.368
H -4.182 -1.073 -1.395 -0.14 -0.21 0.34 0.335
H 1.667 -4.287 2.113 -0.23 0.20 -0.03 0.536
P -3.238 -2.602 0.174 0.92 0.85 -0.07 1.386
H -4.681 -4.109 1.262 0.23 0.07 0.25 0.443
H -1.752 -1.556 2.808 0.05 -0.19 -0.69 0.566
C 4.916 2.870 -2.036 -0.10 0.04 0.07 -0.743
H -3.346 -4.347 -1.473 0.23 0.13 0.01 0.518
H 6.643 2.589 -3.297 -0.28 -0.10 0.06 0.417
H -1.698 -4.188 -0.791 -0.28 0.16 -0.07 0.369
H -0.634 -1.615 -1.178 -0.53 0.22 0.06 -0.477
C 1.392 -2.965 -3.058 0.17 0.27 -0.05 -0.922
H 5.349 3.695 -1.466 -0.06 -0.33 -0.24 0.424
H 1.367 1.432 0.582 0.18 -0.28 -0.43 0.399
H -2.285 -3.010 -2.012 -0.15 -0.13 0.30 0.222
P 1.325 1.007 -2.155 0.18 -0.08 0.68 2.030
P -1.347 2.199 2.300 -0.35 -0.40 0.59 1.593
H 1.957 -3.835 -2.707 -0.25 0.30 -0.28 0.483
H -1.367 2.737 4.675 0.12 0.10 -0.38 0.199
C 3.624 2.448 -1.737 -0.11 -0.25 -0.26 -0.815
H 5.631 0.717 -4.601 -0.20 0.20 0.35 0.442
H 3.515 -2.816 3.544 -0.23 0.13 0.13 0.555
H -1.098 -2.063 -5.242 0.32 -0.04 0.33 0.474
H 3.042 -1.188 4.161 0.00 -0.23 -0.04 0.355
H -2.981 0.928 3.547 0.03 0.22 -0.20 0.261
Cl 2.216 1.489 2.665 -0.18 -0.19 -0.36 -0.361
H 3.320 -0.035 -4.086 0.18 0.24 0.16 0.384
C -1.591 3.434 1.001 0.01 0.23 -0.23 -1.379
C 0.267 2.253 -2.961 -0.19 0.34 0.23 0.182
H -5.421 -2.212 -0.741 0.12 0.19 0.04 0.505
C -0.056 -0.716 -3.923 0.30 0.16 0.18 -0.524
C -0.931 3.181 3.771 0.32 0.14 0.08 -1.291
H 2.746 -2.332 0.046 0.11 0.06 0.20 0.070
H -3.424 1.056 1.826 0.01 0.15 0.18 0.110
H -2.363 3.090 0.302 0.16 0.13 0.14 0.213
H 2.003 -2.581 4.507 0.17 0.14 -0.18 0.379
H 3.034 2.918 -0.949 0.31 0.04 -0.11 0.401
C 0.661 2.827 -4.188 0.07 -0.17 0.16 -0.543
C -2.575 -3.632 -1.152 -0.21 -0.36 -0.04 -1.156
C 0.947 -3.465 1.992 -0.16 -0.07 -0.16 -1.271
H 0.156 -4.072 -4.436 0.06 0.26 0.10 0.453
H 1.588 2.507 -4.669 -0.23 0.13 0.14 0.500
H -1.319 4.197 3.625 0.09 -0.19 0.21 0.552
O 1.585 0.111 5.687 -1.01 -0.46 -0.21 -0.650
H -2.607 4.005 -2.415 0.34 -0.05 -0.36 0.465
H -1.718 0.271 -2.129 -0.14 -0.36 0.33 0.247
C 2.678 -2.141 3.763 0.02 0.28 0.17 -1.343
C 5.633 2.249 -3.065 -0.11 -0.04 0.08 -0.487
H -2.989 -4.301 1.838 -0.25 0.27 -0.03 0.406
C -0.134 3.803 -4.791 -0.10 -0.17 0.22 -0.757
H -1.232 2.209 -1.411 0.05 0.30 -0.27 -0.634
H -3.678 2.464 2.917 0.12 -0.28 -0.03 0.505
O -2.147 -0.118 -1.344 0.32 -0.33 -0.22 -0.803
C -1.305 4.233 -4.155 -0.05 -0.05 0.19 -0.647
C 3.107 -1.883 0.978 0.16 0.10 -0.25 -1.176
C 3.047 1.404 -2.480 0.27 0.09 0.09 0.448
C 5.070 1.197 -3.794 -0.07 0.09 0.06 -0.777
C -1.880 -1.501 0.628 0.00 -0.15 0.28 0.396
H -0.649 3.571 0.454 -0.23 0.16 0.09 0.316
C 1.716 -1.702 -2.567 -0.16 0.07 -0.03 -0.250
```
Forces are in eV/Å.

The value obtained for the energy relative to the best compared isomer or geometry (same formula, charge and spin) is 150.5 kJ/mol. The LUMO energy comes out at -5.88 eV. Its total charge is +2. Its spin multiplicity is 1.


[2]
C9H14 | ωB97M-V with the def2-TZVPD basis set

The geometry in XYZ format:
```
23
Properties=species:S:1:pos:R:3:forces:R:3:mulliken_charge:R:1
H -0.175 1.487 -3.209 0.05 0.06 0.30 0.299
C -1.477 -0.542 2.472 0.33 -0.38 -0.11 -0.487
C -1.177 -1.062 1.212 -1.19 1.05 -0.98 0.826
C -0.021 -0.640 0.567 0.64 -0.06 0.85 -0.386
H -2.477 -0.681 2.868 0.13 -0.22 0.19 0.362
H 0.737 0.116 -3.785 0.04 -0.15 0.14 0.283
C 0.715 0.442 2.594 0.03 -0.40 0.36 -0.534
H -2.170 -2.891 0.747 -0.42 0.10 0.24 0.298
C -2.214 -1.841 0.440 0.78 -0.62 -0.73 -1.315
C 0.837 1.134 -3.414 -0.27 0.03 -0.15 -1.010
H -3.232 -1.457 0.465 0.02 0.00 0.36 0.339
H -1.921 -1.900 -0.620 -0.10 0.24 0.21 0.333
H 1.180 1.725 -4.259 0.15 0.06 -0.11 0.346
C 0.961 0.020 1.302 -0.09 0.46 -0.40 -0.430
H 2.178 2.275 -2.187 -0.04 0.13 0.50 0.357
H 1.892 0.274 0.813 0.05 0.06 0.06 0.400
H -0.711 0.458 4.196 -0.11 0.27 0.06 0.356
H 1.444 0.855 -1.309 -0.16 0.43 0.03 -0.274
C 1.822 1.253 -2.248 0.14 -0.71 -0.84 -0.245
C -0.518 0.165 3.176 0.09 -0.04 0.05 -0.392
H 0.162 -0.766 -0.490 -0.18 -0.56 -0.07 0.263
H 1.480 0.953 3.163 -0.02 0.04 -0.04 0.356
H 2.683 0.623 -2.494 0.10 0.19 0.08 0.253
```
Forces are in eV/Å.

The value obtained for the energy relative to the best compared isomer or geometry (same formula, charge and spin) is 36.4 kJ/mol. The LUMO energy comes out at 1.02 eV. As for the SMILES: Cc1ccccc1.CC. Its spin multiplicity is 1.


[3]
C8H11BO3 | ωB97M-V with the def2-TZVPD basis set

The geometry in XYZ format:
```
23
Properties=species:S:1:pos:R:3:forces:R:3:mulliken_charge:R:1
H -0.140 1.140 2.648 0.67 1.97 0.39 0.363
C 0.047 0.146 2.391 -0.84 0.09 0.93 -0.177
H 2.161 1.301 -0.942 1.16 1.49 -0.32 0.494
C -1.230 1.562 -0.284 0.04 -2.15 1.41 -0.593
C -0.668 -0.271 1.360 -0.11 -2.05 1.06 -0.170
C -1.577 0.535 0.537 3.20 1.87 -0.68 -0.678
H -1.013 -2.824 -1.970 -0.23 0.30 -0.25 0.278
H 1.187 -0.115 3.977 0.00 0.44 -0.18 0.342
C 0.979 -0.339 -0.782 -0.61 0.41 -1.44 0.491
H -2.556 0.358 0.730 -3.05 -0.55 0.30 0.627
H -0.810 -1.360 1.379 0.13 0.15 -0.69 0.218
C 0.090 1.931 -0.652 2.23 2.52 -0.43 -0.385
O 0.598 -0.613 3.412 -0.35 -0.73 -1.23 -0.509
B -0.193 -0.963 -1.655 -0.35 0.55 0.87 0.909
H 1.854 -2.103 -0.528 0.10 -2.82 -0.07 0.390
O -0.910 -0.146 -2.480 0.39 0.09 -0.62 -0.592
H 2.931 -0.728 0.006 -0.46 -0.07 0.02 0.281
H -1.623 -0.526 -2.993 -0.06 -0.25 0.03 0.264
H 0.160 3.081 -0.817 0.42 -2.05 0.30 0.256
H -1.929 2.192 -0.734 -1.66 0.61 -0.45 0.541
O -0.478 -2.261 -1.414 0.31 -1.14 0.27 -0.573
C 1.978 -1.102 -0.388 1.00 1.40 0.29 -1.113
C 1.143 1.103 -0.800 -1.92 -0.08 0.50 -0.664
```
Forces are in eV/Å.

The value obtained for the energy relative to the best compared isomer or geometry (same formula, charge and spin) is 47.2 kJ/mol. The LUMO energy comes out at 0.36 eV. As for the SMILES: C=C(\C=C/C=C\C=C\O)B(O)O. Its spin multiplicity is 1.


[4]
CH3N2OP | ωB97M-V with the def2-TZVPD basis set

The geometry in XYZ format:
```
8
Properties=species:S:1:pos:R:3:forces:R:3:mulliken_charge:R:1
O -2.909 -0.576 1.415 0.39 0.96 -1.00 -0.603
P -2.603 0.445 0.374 -0.11 -1.23 0.64 0.839
C 0.128 -0.069 0.410 -0.85 -2.65 -1.36 -0.202
H 0.051 -0.464 1.488 0.08 1.23 -1.65 0.285
H 1.047 0.245 -0.114 -0.09 0.16 1.22 0.237
N -2.631 1.726 -0.368 -0.24 0.11 -0.06 -0.525
N -0.836 -0.367 -0.438 1.30 1.36 2.71 -0.336
H -0.568 -0.026 -1.350 -0.47 0.05 -0.49 0.305
```
Forces are in eV/Å.

The value obtained for the energy relative to the best compared isomer or geometry (same formula, charge and spin) is 312.8 kJ/mol. The LUMO energy (spin up / spin down) comes out at -0.95 / -0.95 eV. Its spin multiplicity is 1.


Q: Which value of energy relative to the best compared isomer or geometry (same formula, charge and spin) does entry 4 give?
A: 312.8 kJ/mol